No. 1
# C3H10N4

C3H10N4 as an isolated structure (ωB97M-V/def2-TZVPD, the OMol25 dataset).

Values from the calculation:
- orbital gap (eV) = 8.6102
- HOMO (eV) = -8.02

Geometry as ORCA input:
```
! wB97M-V def2-TZVPD RIJCOSX def2/J DEFGRID3
* xyz 0 1
C 0.521 -1.685 -0.483
N 0.092 -0.587 0.384
C 1.341 0.880 0.390
N 2.495 0.624 -0.073
H -0.007 -0.841 1.363
H 2.510 0.245 -1.017
H 1.231 1.245 1.407
H -0.126 -2.545 -0.332
H 1.559 -1.928 -0.257
H 0.479 -1.378 -1.523
N -1.631 0.918 1.022
C -0.967 0.328 -0.091
N -1.463 0.071 -1.248
H -1.659 1.929 1.009
H -2.537 0.516 1.217
H -2.176 0.746 -1.509
H 0.338 1.464 -0.258
*
```



No. 2
# C79H156F30N13O21S10

C79H156F30N13O21S10 as an isolated structure (ωB97M-V/def2-TZVPD, the OMol25 dataset).

Values from the calculation:
- orbital gap (eV) = 10.3382
- HOMO (eV) = -14.21

Geometry as ORCA input:
```
! wB97M-V def2-TZVPD RIJCOSX def2/J DEFGRID3
* xyz 3 1
C 10.087 15.307 19.287
C 11.451 15.954 19.773
C 11.410 16.119 21.273
N 12.563 16.716 22.053
C 12.180 16.666 23.482
C 13.837 15.934 21.907
C 14.882 16.939 22.425
C 14.294 18.360 22.349
C 12.958 18.074 21.555
H 10.076 15.162 18.199
H 9.194 15.885 19.593
H 9.970 14.314 19.768
H 11.517 16.953 19.387
H 12.301 15.334 19.413
H 11.268 15.117 21.746
H 10.485 16.625 21.626
H 12.166 15.627 23.798
H 11.154 17.124 23.625
H 12.913 17.250 24.073
H 13.743 15.018 22.451
H 13.953 15.663 20.847
H 15.212 16.698 23.450
H 15.807 16.860 21.845
H 13.987 18.645 23.348
H 14.940 19.120 21.887
H 12.092 18.743 21.738
H 13.167 17.987 20.479
C 21.419 11.136 17.005
C 22.261 11.176 18.338
C 21.548 12.043 19.364
N 22.339 12.552 20.583
C 23.508 11.780 20.990
C 21.362 12.635 21.732
C 20.418 13.742 21.361
C 21.341 14.676 20.513
C 22.679 13.948 20.425
H 22.086 10.828 16.143
H 21.146 12.174 16.894
H 20.515 10.455 17.046
H 23.227 11.647 18.130
H 22.427 10.168 18.728
H 20.632 11.606 19.742
H 21.220 12.997 18.918
H 24.331 11.681 20.309
H 23.183 10.756 21.195
H 23.943 12.150 21.922
H 22.111 12.811 22.569
H 20.941 11.625 21.919
H 19.951 14.267 22.136
H 19.618 13.326 20.753
H 21.432 15.576 21.097
H 20.924 15.000 19.519
H 23.298 14.179 21.288
H 23.245 14.130 19.532
C 15.660 16.696 9.387
C 15.407 15.355 8.716
C 15.893 14.107 9.568
C 15.073 14.005 10.830
N 15.619 13.003 11.778
C 15.513 11.613 11.157
C 14.030 11.286 11.219
C 13.487 12.066 12.472
C 14.659 12.917 12.935
C 17.045 13.169 12.267
H 15.415 17.501 8.700
H 16.638 16.683 9.805
H 14.958 16.818 10.199
H 15.881 15.363 7.731
H 14.325 15.282 8.526
H 16.975 14.248 9.773
H 15.754 13.171 9.060
H 14.021 13.720 10.696
H 15.030 14.964 11.416
H 16.078 10.962 11.842
H 16.042 11.619 10.195
H 13.916 10.213 11.290
H 13.521 11.567 10.276
H 13.109 11.367 13.264
H 12.621 12.638 12.198
H 15.156 12.317 13.718
H 14.455 13.926 13.234
H 17.735 13.001 11.415
H 17.157 12.481 13.135
H 17.068 14.194 12.656
C 25.506 20.682 16.849
C 25.870 21.970 17.571
C 24.840 22.313 18.569
C 25.084 23.721 19.019
N 24.242 24.105 20.245
C 24.363 25.635 20.404
C 24.614 25.823 21.896
C 25.476 24.662 22.312
C 24.774 23.436 21.522
C 22.765 23.742 20.073
H 26.364 20.172 16.384
H 24.809 20.808 16.000
H 25.066 19.904 17.455
H 25.924 22.749 16.835
H 26.918 21.887 17.937
H 24.986 21.586 19.402
H 23.827 22.098 18.221
H 24.775 24.419 18.248
H 26.136 23.865 19.311
H 23.456 26.189 20.081
H 25.154 26.050 19.790
H 23.679 25.870 22.488
H 25.154 26.731 22.004
H 25.402 24.566 23.390
H 26.537 24.771 21.989
H 23.947 23.171 22.182
H 25.359 22.551 21.279
H 22.508 24.009 19.080
H 22.151 24.177 20.836
H 22.699 22.703 20.218
C 22.277 24.734 24.383
C 21.893 23.729 25.461
C 20.811 22.808 24.952
C 19.442 23.467 24.678
N 18.431 22.443 24.128
C 17.135 23.131 23.861
C 16.068 22.038 24.097
C 16.741 20.863 24.809
C 18.097 21.418 25.207
C 18.862 21.757 22.908
H 22.666 24.342 23.397
H 22.943 25.445 24.829
H 21.380 25.219 24.039
H 21.510 24.344 26.277
H 22.753 23.106 25.715
H 20.603 21.981 25.603
H 21.161 22.347 23.951
H 19.440 24.306 23.899
H 18.991 23.872 25.598
H 17.144 23.436 22.827
H 17.103 23.950 24.556
H 15.563 21.654 23.208
H 15.293 22.402 24.747
H 16.832 20.062 24.114
H 16.205 20.395 25.646
H 18.952 20.782 25.175
H 18.049 21.911 26.167
H 19.678 21.042 23.143
H 19.242 22.543 22.181
H 17.988 21.254 22.412
C 16.012 20.562 14.323
C 16.437 21.636 15.299
C 17.240 22.753 14.611
C 17.637 23.724 15.694
N 17.521 25.199 15.256
C 18.302 26.139 16.205
C 19.348 26.869 15.326
C 18.672 26.822 13.947
C 18.175 25.392 13.926
C 16.026 25.542 15.283
H 16.867 19.901 14.075
H 15.553 20.976 13.474
H 15.279 19.924 14.805
H 17.014 21.289 16.149
H 15.510 22.116 15.623
H 16.827 23.266 13.778
H 18.182 22.317 14.220
H 18.679 23.546 16.015
H 17.030 23.601 16.561
H 17.631 26.744 16.760
H 18.809 25.449 16.843
H 19.533 27.877 15.759
H 20.287 26.298 15.111
H 17.885 27.567 13.829
H 19.436 27.049 13.150
H 17.535 25.101 13.091
H 18.951 24.660 13.923
H 15.956 26.600 14.898
H 15.630 25.472 16.314
H 15.418 24.796 14.709
C 19.761 17.335 13.258
C 20.287 18.518 14.009
C 19.852 18.241 15.485
C 19.987 19.557 16.358
N 19.590 19.462 17.753
C 20.366 18.438 18.496
C 19.611 18.279 19.776
C 18.100 18.385 19.277
C 18.176 18.961 17.880
C 19.769 20.765 18.372
H 20.069 16.403 13.778
H 20.001 17.224 12.184
H 18.677 17.384 13.061
H 19.786 19.443 13.699
H 21.354 18.608 13.803
H 20.366 17.335 15.887
H 18.811 17.880 15.395
H 19.306 20.299 15.848
H 21.009 19.951 16.277
H 21.342 18.819 18.712
H 20.348 17.486 17.974
H 19.862 19.135 20.381
H 19.800 17.397 20.320
H 17.561 19.172 19.928
H 17.510 17.492 19.361
H 17.491 19.725 17.625
H 18.124 18.215 17.093
H 18.930 21.403 18.048
H 20.682 21.204 18.012
H 19.768 20.803 19.432
C 25.768 20.275 12.738
C 26.055 18.879 12.094
N 25.231 18.546 10.864
C 25.632 17.131 10.410
C 23.840 18.588 11.374
C 22.680 18.158 10.446
C 25.425 19.542 9.753
C 26.844 19.828 9.263
O 27.279 18.811 8.414
C 28.367 19.270 7.637
H 25.764 21.177 12.095
H 26.540 20.503 13.456
H 24.934 20.277 13.452
H 25.951 18.084 12.895
H 27.096 18.790 11.743
H 26.623 17.173 10.021
H 24.944 16.861 9.642
H 25.406 16.430 11.225
H 23.690 19.574 11.779
H 23.843 17.864 12.178
H 22.647 18.829 9.594
H 21.718 18.358 10.902
H 22.656 17.111 10.210
H 25.110 20.470 10.137
H 24.733 19.362 8.978
H 27.573 19.899 10.100
H 26.712 20.782 8.758
H 29.279 19.449 8.335
H 28.097 20.205 7.113
H 28.582 18.391 6.992
C 23.947 18.665 22.299
F 24.897 19.142 21.457
F 23.633 17.404 21.970
F 24.483 18.636 23.533
S 22.379 19.718 21.989
O 22.673 20.959 22.577
O 22.308 19.599 20.568
N 21.050 18.974 22.507
S 20.892 18.628 23.985
O 21.756 17.559 24.366
O 20.706 19.736 24.858
C 19.248 17.712 23.807
F 18.176 18.418 23.227
F 19.468 16.682 23.053
F 18.762 17.177 24.967
C 22.886 24.332 15.569
F 24.205 24.102 15.491
F 22.631 24.811 16.793
F 22.575 25.308 14.652
S 22.061 22.789 15.042
O 22.622 21.717 15.839
O 20.687 23.089 15.215
N 22.500 22.775 13.511
S 21.421 22.960 12.350
O 20.838 21.735 11.909
O 20.589 24.102 12.575
C 22.698 23.446 11.118
F 23.338 24.510 11.620
F 23.575 22.418 10.899
F 22.204 23.948 9.988
C 14.637 23.048 20.082
F 14.415 23.524 21.347
F 13.707 22.063 19.911
F 14.477 23.998 19.150
S 16.333 22.333 19.991
O 16.235 21.212 20.938
O 16.646 21.965 18.635
N 17.193 23.533 20.623
S 18.495 24.141 19.868
O 19.679 23.889 20.648
O 18.532 23.992 18.406
C 18.030 25.929 20.103
F 17.826 26.287 21.358
F 19.090 26.607 19.700
F 16.996 26.205 19.346
C 22.026 13.289 13.478
F 22.694 12.084 13.401
F 21.675 13.537 12.185
F 20.913 13.206 14.284
S 23.230 14.573 14.043
O 24.333 13.800 14.482
O 23.296 15.521 12.896
N 22.331 15.274 15.146
S 22.505 15.217 16.729
O 21.256 15.478 17.361
O 23.361 14.161 17.219
C 23.420 16.774 17.106
F 23.726 16.860 18.421
F 24.644 16.730 16.467
F 22.790 17.903 16.757
C 16.989 12.387 19.303
F 17.562 12.083 20.501
F 17.936 12.512 18.400
F 16.176 11.388 18.914
S 15.847 13.860 19.385
O 14.761 13.513 20.235
O 16.862 14.852 19.808
N 15.310 13.829 17.912
S 15.253 15.075 16.867
O 14.140 14.840 15.959
O 15.381 16.400 17.527
C 16.898 14.977 15.934
F 16.664 15.305 14.609
F 17.640 15.912 16.457
F 17.498 13.758 15.894
*
```



No. 3
# C44H45Cl5LiN7O2SSe

C44H45Cl5LiN7O2SSe as an isolated structure (ωB97M-V/def2-TZVPD, the OMol25 dataset).

Values from the calculation:
- orbital gap (eV) = 6.6495
- HOMO (eV) = -2.81

Geometry as ORCA input:
```
! wB97M-V def2-TZVPD RIJCOSX def2/J DEFGRID3
* xyz -2 1
Li 0.997 -0.520 0.123
C 0.730 -3.928 -3.201
C 0.596 -2.778 -4.156
C -0.016 -2.940 -5.395
C -0.076 -1.895 -6.305
C 0.481 -0.671 -5.965
C 1.081 -0.473 -4.730
C 1.675 0.853 -4.353
C 1.137 -1.531 -3.811
N 1.720 -1.332 -2.548
C 2.962 -1.760 -2.467
O 3.693 -2.254 -3.357
C 3.600 -1.605 -1.098
C 4.986 -1.549 -0.988
C 5.547 -1.407 0.268
C 4.726 -1.367 1.381
C 3.354 -1.446 1.190
N 2.807 -1.547 -0.026
C 2.422 -1.429 2.388
O 2.929 -1.683 3.497
N 1.158 -1.166 2.086
C 0.271 -1.140 3.181
C 0.286 -0.083 4.104
C 1.312 1.004 3.990
C -0.664 -0.055 5.118
C -1.622 -1.052 5.235
C -1.622 -2.099 4.327
C -0.683 -2.157 3.302
C -0.662 -3.317 2.349
H 0.099 -4.766 -3.505
H 0.466 -3.626 -2.186
H 1.771 -4.261 -3.162
H -0.436 -3.910 -5.650
H -0.561 -2.031 -7.265
H 0.432 0.161 -6.661
H 1.560 1.577 -5.162
H 2.737 0.751 -4.114
H 1.192 1.248 -3.459
H 5.569 -1.628 -1.895
H 6.624 -1.333 0.381
H 5.098 -1.292 2.394
H 1.417 1.326 2.952
H 2.287 0.636 4.321
H 1.028 1.870 4.589
H -0.662 0.780 5.812
H -2.374 -1.001 6.015
H -2.371 -2.882 4.402
H 0.193 -3.970 2.545
H -1.576 -3.908 2.440
H -0.559 -2.982 1.317
C -7.120 -0.867 0.696
C -6.618 0.566 0.537
C -5.462 0.713 -0.451
C -5.868 0.364 -1.882
N -4.815 0.560 -2.870
C -3.567 -0.003 -2.929
S -2.316 0.813 -3.684
N -3.326 -1.226 -2.421
C -4.201 -2.161 -1.738
C -3.416 -3.371 -1.253
C -2.935 -4.309 -2.355
C -2.132 -5.470 -1.784
H -7.927 -0.923 1.428
H -6.317 -1.519 1.036
H -7.506 -1.274 -0.241
H -6.299 0.946 1.511
H -7.449 1.204 0.215
H -4.621 0.082 -0.140
H -5.084 1.739 -0.431
H -6.689 1.014 -2.198
H -6.261 -0.646 -1.940
H -4.745 1.509 -3.208
H -2.366 -1.508 -2.564
H -5.002 -2.491 -2.413
H -4.664 -1.689 -0.873
H -4.067 -3.927 -0.569
H -2.571 -3.037 -0.645
H -2.337 -3.762 -3.093
H -3.806 -4.696 -2.897
H -1.228 -5.116 -1.289
H -1.833 -6.177 -2.558
H -2.723 -6.012 -1.041
Se -0.280 2.099 -0.865
N 1.315 1.413 -0.562
C 2.208 2.288 -1.025
C 3.615 2.091 -0.978
C 4.427 3.064 -1.474
C 3.894 4.263 -2.034
C 2.550 4.473 -2.100
C 1.668 3.474 -1.609
N 0.326 3.539 -1.653
H 4.005 1.173 -0.557
H 5.501 2.924 -1.447
H 4.574 5.014 -2.417
H 2.132 5.376 -2.527
Cl -1.957 -0.630 0.501
C -2.144 0.619 1.777
C -1.267 1.658 1.781
C -1.478 2.593 2.764
Cl -0.451 4.040 2.796
C -2.469 2.480 3.734
Cl -2.644 3.647 5.012
C -3.329 1.383 3.690
Cl -4.571 1.196 4.883
C -3.178 0.433 2.684
Cl -4.257 -0.927 2.606
*
```



No. 4
# C15H16BrN2O6

A 2-piece molecular cluster, C15H16BrN2O6 overall (ωB97M-V/def2-TZVPD, the OMol25 dataset).

Values from the calculation:
- orbital gap (eV) = 5.0783
- HOMO (eV) = -2.72

Geometry as ORCA input:
```
! wB97M-V def2-TZVPD RIJCOSX def2/J DEFGRID3
* xyz -1 1
C -3.972 3.181 -1.864
O -2.778 2.417 -1.585
C -1.663 3.142 -1.879
O -1.730 4.282 -2.318
C -0.409 2.417 -1.600
C 0.847 3.132 -1.836
O 0.915 4.301 -2.198
O 1.977 2.408 -1.603
C 3.126 3.241 -1.864
N -0.433 1.258 -0.886
N -0.597 0.311 -0.255
H -4.816 2.512 -1.691
H -4.028 4.054 -1.197
H -3.964 3.533 -2.906
H 4.013 2.627 -1.705
H 3.088 3.612 -2.898
H 3.127 4.108 -1.187
C 1.966 -2.428 -3.032
C 2.085 -1.952 -1.603
O 0.829 -2.212 -0.931
C 0.873 -1.861 0.396
C -0.441 -1.909 1.011
C -0.632 -2.085 2.399
C 0.389 -1.791 3.364
C 0.185 -1.972 4.723
C -1.030 -2.505 5.191
Br -1.324 -2.696 7.054
C -2.056 -2.829 4.283
C -1.868 -2.607 2.921
O 1.929 -1.508 0.925
H 2.841 -2.103 -3.603
H 1.935 -3.522 -3.082
H 1.071 -2.034 -3.527
H 2.906 -2.476 -1.090
H 2.278 -0.868 -1.564
H -1.290 -1.976 0.346
H 1.337 -1.416 2.990
H 0.964 -1.704 5.435
H -2.991 -3.232 4.652
H -2.660 -2.850 2.212
*
```



| no. | calculated total energy (Eh) |
| --- | --- |
| 1 | -339.1956 |
| 2 | -12372.4277 |
| 3 | -7345.7550 |
| 4 | -3716.1467 |